Entry 1:
The following is a DFT calculation (ωB97M-V/def2-TZVPD) of C21H23F2IN5O5SW as an isolated structure.

Calculated values
HOMO level (alpha / beta) = -17.35 / -17.36 eV
HOMO-LUMO gap (alpha / beta) = 5.9 / 6.6 eV
net charge = +3
energy above the lowest of the compared OMol25 structures with the same formula, charge and spin = 0.000 eV
multiplicity = 3
electronic energy = -66005.164 eV

Each line ends with the natural charge from an NBO analysis.
Element x y z (Å)
1 W -0.1664 1.4098 -1.3882  1.77
2 F -4.3447 4.2733 0.4918  -0.26
3 C -3.0791 3.9311 0.6154  0.48
4 C -2.5539 2.9865 -0.2607  -0.30
5 C -1.2207 2.6252 -0.1246  -0.33
6 C -0.4122 3.2082 0.8843  -0.16
7 C -0.9958 4.1532 1.7298  0.47
8 F -0.2714 4.7197 2.6858  -0.28
9 C -2.3203 4.5248 1.6106  -0.30
10 C 0.9518 2.7084 0.9677  0.24
11 C 1.9228 3.0511 1.9013  -0.22
12 C 3.1462 2.4070 1.8905  -0.04
13 C 3.4129 1.4105 0.9467  -0.22
14 C 2.4511 1.1136 0.0258  0.07
15 N 1.2472 1.7531 0.0164  -0.55
16 H -3.2089 2.5695 -1.0180  0.25
17 H -2.7523 5.2586 2.2789  0.29
18 H 1.7092 3.8072 2.6393  0.28
19 H 3.8964 2.6705 2.6251  0.27
20 H 4.3544 0.8809 0.9322  0.27
21 H 2.6003 0.3495 -0.7268  0.23
22 N 0.2975 4.7006 -4.0648  -0.66
23 C 0.3478 3.4541 -3.7004  0.70
24 O 0.0528 3.1358 -2.4993  -0.71
25 C 0.7302 2.4206 -4.7286  -0.63
26 I 1.4020 0.6125 -3.8135  0.40
27 H -0.0036 5.4114 -3.4061  0.46
28 H 0.5393 5.0010 -5.0013  0.45
29 H 1.5275 2.7720 -5.3804  0.30
30 H -0.1377 2.1636 -5.3369  0.30
31 C 2.2920 -5.5534 0.6482  -0.62
32 C 2.0036 -4.7059 1.8770  -0.66
33 S 0.8601 -3.3845 1.5744  2.16
34 O 0.8021 -2.5206 2.7300  -0.96
35 O 1.1289 -2.7474 0.2914  -1.00
36 C -0.7521 -4.1696 1.4022  -0.69
37 C -1.8674 -3.1207 1.3988  -0.22
38 N -1.6931 -2.1421 0.2948  -0.28
39 C -1.2097 -0.9188 0.4594  0.56
40 N -0.8574 -0.3966 -0.7632  -0.65
41 C -1.1727 -1.3750 -1.7129  -0.04
42 C -1.6997 -2.4173 -1.0671  0.21
43 N -2.2093 -3.6274 -1.6915  0.53
44 O -2.7323 -4.4412 -0.9658  -0.33
45 O -2.0900 -3.6683 -2.8900  -0.30
46 C -1.0622 -0.2433 1.7633  -0.71
47 H 3.0335 -6.3064 0.9094  0.26
48 H 2.6881 -4.9477 -0.1637  0.23
49 H 1.4039 -6.0793 0.2975  0.22
50 H 2.8860 -4.1934 2.2672  0.27
51 H 1.5725 -5.2763 2.7020  0.26
52 H -0.9182 -4.8563 2.2316  0.29
53 H -0.7319 -4.7447 0.4774  0.26
54 H -1.8511 -2.5475 2.3217  0.25
55 H -2.8340 -3.6025 1.2890  0.28
56 H -1.0099 -1.2682 -2.7721  0.26
57 H -2.0284 -0.2023 2.2722  0.28
58 H -0.7093 0.7721 1.6296  0.23
59 H -0.3645 -0.7989 2.3975  0.32



Entry 2:
The following is a DFT calculation (ωB97M-V/def2-TZVPD) of an isolated molecule of C21H23F3N4O4S at a distorted geometry.

Calculated values
HOMO level = -8.88 eV
HOMO-LUMO gap = 9.1 eV
net charge = 0
energy above the lowest of the compared OMol25 structures with the same formula, charge and spin = 0.000 eV
multiplicity = 1
electronic energy = -55288.561 eV

Each line ends with the natural charge from an NBO analysis.
Element x y z (Å)
1 C -4.2722 -3.3620 -1.0907  -0.41
2 N -3.8499 -2.1078 -0.4903  -0.46
3 C -4.8476 -1.0678 -0.7052  -0.31
4 C -4.3877 0.2608 -0.1172  0.68
5 O -5.0776 0.9410 0.5996  -0.58
6 N -3.1210 0.5748 -0.5187  -0.61
7 C -2.3299 1.6382 -0.1078  0.07
8 C -2.6940 2.5393 0.8896  -0.21
9 C -1.8512 3.5759 1.2401  -0.26
10 C -0.6407 3.7407 0.5917  0.33
11 C -0.2537 2.8586 -0.4117  0.26
12 C -1.0939 1.8077 -0.7377  0.35
13 F -0.7239 0.9260 -1.6948  -0.32
14 F 0.9009 3.0269 -1.0686  -0.29
15 F 0.1694 4.7576 0.9213  -0.30
16 H -2.1264 4.2715 2.0158  0.24
17 H -3.6426 2.4139 1.3834  0.27
18 H -2.6833 -0.0684 -1.1664  0.42
19 H -4.9948 -0.9422 -1.7827  0.22
20 H -5.8196 -1.3166 -0.2515  0.20
21 C -3.5175 -2.2297 0.9283  -0.34
22 C -2.1972 -1.5324 1.2672  0.69
23 O -2.0244 -0.9171 2.2920  -0.59
24 N -1.2617 -1.7321 0.2957  -0.63
25 C 0.1117 -1.4877 0.3310  0.16
26 C 0.7440 -0.9263 1.4394  -0.21
27 C 2.1225 -0.8086 1.4530  -0.19
28 C 2.8650 -1.2213 0.3632  -0.36
29 C 2.2444 -1.7484 -0.7541  -0.18
30 C 0.8700 -1.8820 -0.7729  -0.24
31 H 0.3795 -2.3104 -1.6350  0.21
32 H 2.8510 -2.0801 -1.5815  0.24
33 S 4.6643 -1.1682 0.4264  2.32
34 O 5.0533 -1.3039 1.7987  -0.94
35 O 5.1500 -2.1165 -0.5329  -0.94
36 N 5.1862 0.3314 -0.0769  -0.65
37 C 4.8095 1.4463 0.7644  -0.24
38 H 5.6237 2.1767 0.7417  0.20
39 H 4.6886 1.0892 1.7851  0.23
40 C 3.5301 2.0349 0.1442  -0.43
41 H 2.6481 1.6815 0.6774  0.21
42 H 3.5378 3.1218 0.1883  0.22
43 C 3.5293 1.5232 -1.3079  -0.43
44 H 2.6554 0.9011 -1.4967  0.22
45 H 3.5180 2.3423 -2.0232  0.22
46 C 4.8202 0.6953 -1.4281  -0.24
47 H 5.6310 1.2980 -1.8478  0.20
48 H 4.7147 -0.2116 -2.0200  0.23
49 H 2.6337 -0.4278 2.3227  0.24
50 H 0.1569 -0.6179 2.2884  0.25
51 H -1.5985 -2.2179 -0.5276  0.41
52 H -4.2979 -1.8227 1.5817  0.23
53 H -3.3830 -3.2828 1.1941  0.23
54 H -3.4923 -4.1097 -0.9544  0.20
55 H -4.4196 -3.2085 -2.1592  0.21
56 H -5.2074 -3.7461 -0.6631  0.18



Entry 3:
The following is a DFT calculation (ωB97M-V/def2-TZVPD) of a 2-piece molecular cluster, C21H23F4Si overall at a distorted geometry.

Calculated values
HOMO level = -11.09 eV
HOMO-LUMO gap = 4.3 eV
net charge = +1
multiplicity = 1
electronic energy = -40889.869 eV

Each line ends with the natural charge from an NBO analysis.
Element x y z (Å)
1 F 3.2303 -2.9292 -2.9679  -0.30
2 C 2.8647 -1.6038 -2.8825  0.40
3 C 3.8652 -0.6583 -2.6814  -0.21
4 C 3.4544 0.6741 -2.6054  0.40
5 F 4.4127 1.6440 -2.4277  -0.30
6 C 2.1353 1.0578 -2.7135  -0.16
7 C 1.1131 0.0803 -2.9275  -0.14
8 C -0.2137 0.5667 -3.0093  0.17
9 C -1.4388 -0.1023 -3.2439  -0.15
10 C -2.6010 0.7251 -3.3492  -0.15
11 C -3.8374 0.1645 -3.5844  0.39
12 F -4.9301 0.9930 -3.6845  -0.30
13 C -4.0317 -1.2105 -3.7286  -0.21
14 C -2.8991 -2.0099 -3.6116  0.41
15 F -3.0476 -3.3717 -3.7571  -0.30
16 C -1.6308 -1.5097 -3.3617  -0.18
17 C 1.5234 -1.2817 -3.0167  -0.17
18 H 4.9071 -0.9386 -2.5982  0.28
19 H 1.8460 2.1041 -2.6429  0.25
20 H -0.2939 1.6566 -2.9938  0.23
21 H -2.4829 1.8010 -3.2415  0.25
22 H -5.0103 -1.6306 -3.9201  0.28
23 H -0.8095 -2.2040 -3.2566  0.23
24 H 0.8126 -2.0752 -3.1969  0.23
25 C 2.4881 1.4326 3.7849  -1.12
26 Si 0.7985 0.6640 3.9547  1.65
27 C 0.9404 -1.1562 4.3407  -1.13
28 C -0.1594 1.5356 5.3037  -1.12
29 C -0.1407 0.9174 2.3017  -0.69
30 C -1.6101 0.4176 2.3258  -0.39
31 C -1.8506 -0.2379 0.9361  -0.45
32 C -0.4701 -0.4084 0.3791  -0.22
33 C 0.4740 0.1937 1.1423  -0.16
34 H 2.4088 2.5053 3.5611  0.24
35 H 3.0340 1.3147 4.7314  0.25
36 H 3.0668 0.9489 2.9869  0.23
37 H -0.0436 -1.6299 4.4586  0.24
38 H 1.4864 -1.6888 3.5501  0.24
39 H 1.4949 -1.2827 5.2824  0.25
40 H -1.1693 1.1207 5.4201  0.24
41 H 0.3717 1.4188 6.2591  0.25
42 H -0.2467 2.6099 5.0907  0.24
43 H -0.1398 2.0133 2.1555  0.23
44 H -1.7428 -0.3427 3.1084  0.20
45 H -2.3145 1.2254 2.5484  0.22
46 H -2.4162 -1.1742 1.0223  0.22
47 H -2.4541 0.4395 0.3150  0.20
48 H -0.2965 -0.9874 -0.5256  0.18
49 H 1.5526 0.2090 0.9695  0.21



Entry 4:
The following is a DFT calculation (ωB97M-V/def2-TZVPD) of C21H23FeN2O4 as an isolated structure at a distorted geometry.

Calculated values
HOMO level (alpha / beta) = -9.04 / -10.05 eV
HOMO-LUMO gap (alpha / beta) = 5.8 / 2.9 eV
net charge = +1
energy above the lowest of the compared OMol25 structures with the same formula, charge and spin = 0.000 eV
multiplicity = 5
electronic energy = -67695.681 eV

Each line ends with the natural charge from an NBO analysis.
Element x y z (Å)
1 C -2.0524 3.4635 -4.2127  -0.25
2 O -0.8272 3.4745 -3.4637  -0.54
3 C -0.2377 2.2593 -3.1490  0.38
4 C 0.8080 2.3347 -2.2207  -0.33
5 C 1.4120 1.0993 -1.6811  -0.48
6 C 0.9136 -0.2073 -2.2674  -0.08
7 C 0.0526 -0.1600 -3.3478  -0.27
8 C -0.6175 1.0291 -3.7446  -0.29
9 Fe 1.7424 4.7194 -2.5473  0.13
10 C 3.0184 4.2517 -1.3986  0.42
11 O 3.9357 3.9753 -0.7391  -0.52
12 C 1.2922 6.3657 -2.1458  0.44
13 O 0.8669 7.4545 -2.1492  -0.50
14 C 2.8659 5.2766 -3.7637  0.47
15 O 3.6873 5.3619 -4.5856  -0.49
16 H -2.5128 4.4304 -3.9970  0.21
17 H -1.8264 3.3650 -5.2850  0.19
18 H -2.7089 2.6473 -3.8779  0.18
19 H 0.8852 3.2221 -1.5333  0.20
20 H 2.5239 1.1330 -1.6639  0.24
21 H 1.0735 1.0692 -0.6393  0.21
22 H 1.4664 -1.1101 -2.0255  0.20
23 H -0.1479 -1.0825 -3.8968  0.22
24 H -1.4171 0.9917 -4.4942  0.23
25 C -0.1147 -0.9279 4.7118  -0.41
26 C 0.7606 -0.4565 3.5480  -0.45
27 C 0.3438 -1.0332 2.2287  0.01
28 C -0.4118 -2.2280 2.1910  0.23
29 N -0.7911 -2.8542 3.3482  -0.15
30 C -0.3178 -2.4298 4.6519  -0.24
31 C -1.3372 -4.1854 3.3457  -0.24
32 C -2.1991 -4.4326 2.1238  -0.41
33 C -1.4587 -4.0609 0.8298  -0.45
34 C -0.7127 -2.7774 0.9233  0.01
35 C -0.2601 -2.1189 -0.2306  0.05
36 N 0.3928 -0.9542 -0.1832  -0.31
37 C 0.7175 -0.4457 1.0171  0.03
38 H 0.3418 -0.6690 5.6712  0.25
39 H -1.0964 -0.4388 4.6814  0.22
40 H 0.7263 0.6354 3.4999  0.26
41 H 1.8070 -0.7311 3.7605  0.25
42 H 0.6216 -2.9503 4.9202  0.24
43 H -1.0737 -2.7421 5.3828  0.24
44 H -0.5313 -4.9399 3.4004  0.24
45 H -1.9318 -4.2906 4.2596  0.24
46 H -2.4867 -5.4870 2.1037  0.25
47 H -3.1226 -3.8440 2.2081  0.22
48 H -0.7652 -4.8784 0.5723  0.25
49 H -2.1877 -4.0024 0.0123  0.26
50 H -0.4373 -2.5826 -1.2099  0.23
51 H 1.3284 0.4613 1.0614  0.23